{"formula": "C54H148FLi2N13O14", "method": "ωB97M-V/def2-TZVPD", "species": ["Li", "Li", "F", "C", "C", "O", "H", "H", "H", "H", "H", "C", "C", "C", "O", "C", "N", "H", "H", "H", "H", "H", "H", "H", "H", "H", "H", "H", "C", "C", "C", "O", "C", "N", "H", "H", "H", "H", "H", "H", "H", "H", "H", "H", "H", "C", "C", "C", "O", "C", "N", "H", "H", "H", "H", "H", "H", "H", "H", "H", "H", "H", "C", "C", "C", "O", "C", "N", "H", "H", "H", "H", "H", "H", "H", "H", "H", "H", "H", "C", "C", "C", "O", "C", "N", "H", "H", "H", "H", "H", "H", "H", "H", "H", "H", "H", "C", "C", "C", "O", "C", "N", "H", "H", "H", "H", "H", "H", "H", "H", "H", "H", "H", "C", "C", "C", "O", "C", "N", "H", "H", "H", "H", "H", "H", "H", "H", "H", "H", "H", "C", "C", "C", "O", "C", "N", "H", "H", "H", "H", "H", "H", "H", "H", "H", "H", "H", "C", "C", "C", "O", "C", "N", "H", "H", "H", "H", "H", "H", "H", "H", "H", "H", "H", "C", "C", "C", "O", "C", "N", "H", "H", "H", "H", "H", "H", "H", "H", "H", "H", "H", "C", "C", "C", "O", "C", "N", "H", "H", "H", "H", "H", "H", "H", "H", "H", "H", "H", "C", "C", "C", "O", "C", "N", "H", "H", "H", "H", "H", "H", "H", "H", "H", "H", "H", "C", "C", "C", "O", "C", "N", "H", "H", "H", "H", "H", "H", "H", "H", "H", "H", "H"], "positions_angstrom": [[16.79570, 5.53982, -11.03822], [16.19235, 6.17920, -13.89827], [17.85038, 5.91301, -12.82298], [12.50791, 6.67882, -12.03800], [13.74086, 6.04856, -11.37500], [14.93947, 6.07454, -12.11843], [12.79043, 7.70198, -12.28582], [11.67158, 6.69340, -11.33911], [12.29915, 6.19696, -12.99316], [13.49895, 4.99102, -11.26927], [13.89105, 6.36363, -10.34239], [14.26633, -0.19552, -11.89970], [14.30606, 1.15249, -12.74546], [12.96443, 1.47621, -13.45720], [13.06104, 2.71434, -14.18560], [11.83714, 2.87222, -14.92281], [14.72690, 2.19242, -11.75934], [13.69221, -0.12457, -10.97588], [15.32760, -0.29756, -11.67300], [14.09387, -1.14251, -12.41113], [15.13915, 1.15851, -13.44832], [12.12986, 1.41320, -12.75890], [12.83419, 0.64148, -14.14594], [11.90652, 2.21500, -15.78960], [11.74239, 3.87397, -15.34189], [10.88680, 2.66294, -14.43175], [14.56702, 3.07553, -12.22265], [13.96950, 2.23702, -11.09266], [9.79272, 8.40892, -8.68978], [10.18233, 8.77817, -7.28505], [10.32213, 7.58119, -6.32139], [9.28635, 6.64403, -6.70673], [9.19797, 5.40161, -5.97609], [11.37070, 9.65275, -7.33649], [9.76155, 9.38292, -9.17809], [8.91280, 7.76673, -8.72759], [10.57381, 7.95246, -9.29777], [9.34692, 9.34505, -6.87414], [10.34480, 7.95901, -5.29922], [11.21399, 6.95460, -6.32972], [8.25999, 4.94118, -6.28639], [9.24597, 5.56119, -4.89891], [10.12031, 4.83414, -6.10007], [11.62092, 10.06507, -6.44909], [11.07896, 10.42535, -7.91793], [14.35386, 6.43250, -6.77493], [14.10948, 5.18419, -5.89991], [14.95434, 3.91556, -6.51043], [14.67781, 3.44912, -7.83328], [13.28664, 3.39153, -8.20435], [14.46879, 5.50190, -4.46622], [15.40545, 6.61167, -6.55097], [13.69973, 7.28000, -6.57010], [14.33051, 6.25758, -7.85055], [13.05080, 4.94183, -5.80745], [14.97619, 2.94800, -6.00898], [15.98996, 4.24805, -6.58137], [12.84557, 4.35778, -8.44915], [12.71277, 3.13411, -7.31412], [13.23338, 2.75392, -9.08680], [15.47730, 5.55524, -4.45354], [14.22777, 6.45475, -4.23364], [21.28391, 7.98988, -13.50772], [20.87292, 7.39724, -14.90724], [21.57188, 6.01568, -15.26461], [21.18522, 5.68995, -16.50927], [21.31685, 4.32000, -16.82870], [19.35786, 7.18742, -14.97237], [20.73822, 7.53718, -12.67984], [21.15249, 9.07149, -13.53851], [22.23489, 7.59533, -13.14986], [21.24433, 8.03622, -15.70840], [21.52908, 5.20712, -14.53488], [22.64204, 6.21791, -15.30884], [21.09883, 4.12880, -17.87943], [20.61637, 3.75289, -16.21567], [22.31835, 3.98341, -16.56072], [18.99587, 6.69254, -14.16978], [19.39170, 6.48171, -15.69412], [14.65812, 13.68025, -15.26357], [14.04067, 12.25211, -15.57768], [15.07176, 11.05200, -16.01191], [16.02274, 11.52809, -17.03902], [17.16968, 10.70760, -17.23402], [13.28979, 11.79555, -14.44568], [13.88282, 14.34821, -14.88828], [14.97172, 14.13892, -16.20133], [15.52333, 13.58750, -14.60714], [13.42508, 12.32623, -16.47415], [14.54151, 10.26350, -16.54595], [15.62580, 10.66039, -15.15880], [17.98262, 11.15451, -16.66175], [17.41950, 10.82974, -18.28795], [17.04367, 9.68877, -16.86767], [12.78805, 10.93494, -14.61211], [13.93942, 11.55649, -13.71020], [19.59900, 6.95187, -10.02435], [18.41486, 6.68103, -9.14995], [18.54196, 7.36278, -7.71286], [18.03086, 6.46551, -6.72829], [19.07853, 5.68230, -6.32865], [17.21787, 7.23394, -9.69078], [20.49791, 6.59654, -9.52057], [19.76551, 8.00370, -10.25681], [19.74551, 6.45656, -10.98420], [18.38557, 5.59182, -9.12054], [17.80311, 8.15853, -7.61808], [19.50958, 7.75280, -7.39712], [19.91217, 6.21864, -5.87534], [19.59432, 5.28312, -7.20198], [18.79296, 4.80577, -5.74707], [17.27109, 8.14679, -10.11971], [16.36940, 7.19262, -9.14445], [16.87196, 1.47428, -9.15926], [17.58024, 2.65539, -9.78259], [18.17943, 2.17964, -11.17719], [19.12215, 1.22619, -11.04347], [19.78112, 0.77454, -12.17710], [16.50953, 3.69759, -9.97647], [15.99586, 1.14695, -9.71909], [16.61293, 1.73725, -8.13367], [17.42109, 0.53369, -9.11624], [18.39897, 2.86679, -9.09476], [18.62290, 3.04535, -11.66911], [17.35149, 1.72863, -11.72418], [19.81441, -0.25012, -11.80688], [20.74467, 1.27882, -12.25047], [19.31776, 0.91964, -13.15298], [15.79306, 3.21890, -10.50336], [15.99164, 3.76730, -9.11216], [4.85161, 7.33680, -11.91724], [6.24870, 6.74646, -11.87200], [6.90421, 6.71709, -13.23038], [6.22006, 6.01224, -14.22760], [6.09743, 4.59527, -14.01958], [6.98403, 7.72785, -11.06903], [4.32926, 7.32281, -10.96065], [4.25278, 6.92290, -12.72853], [4.99315, 8.38677, -12.17343], [6.20068, 5.75701, -11.41726], [7.90450, 6.30009, -13.11366], [7.10034, 7.70230, -13.65348], [5.73967, 4.34091, -13.02188], [7.11292, 4.19918, -14.01740], [5.40487, 4.14849, -14.73292], [6.56027, 7.97194, -10.18532], [7.21512, 8.64258, -11.42953], [15.48406, 7.32353, -17.28635], [14.64305, 6.81391, -16.13692], [14.94419, 5.33222, -15.82780], [16.25996, 5.07925, -15.50576], [16.43365, 3.68509, -15.26518], [15.04891, 7.58771, -14.95829], [15.32503, 6.75452, -18.20234], [16.53840, 7.34825, -17.01091], [15.33499, 8.31300, -17.71856], [13.60594, 7.07586, -16.34641], [14.62682, 4.77119, -16.70679], [14.32337, 5.07286, -14.97024], [17.51463, 3.55353, -15.31289], [16.03242, 3.16126, -16.13277], [16.11600, 3.24044, -14.32205], [15.00185, 8.58061, -15.13726], [14.36122, 7.37584, -14.24956], [9.66027, 4.01822, -10.94175], [9.21317, 4.39095, -9.49860], [8.90524, 3.15931, -8.62534], [7.74198, 2.39303, -8.99908], [6.44419, 2.81498, -8.85893], [10.24844, 5.24798, -8.92310], [10.43440, 3.25954, -10.82678], [10.18120, 4.79913, -11.49575], [8.77379, 3.63822, -11.44955], [8.28614, 4.95503, -9.60122], [8.81414, 3.42325, -7.57171], [9.79048, 2.52334, -8.62579], [6.19650, 3.11433, -7.84053], [5.78239, 1.96983, -9.04822], [6.17702, 3.68603, -9.45725], [9.78488, 5.67950, -8.13634], [10.59027, 5.82405, -9.67901], [6.11827, 10.57677, -14.23791], [7.12109, 11.47315, -13.51324], [8.58874, 10.99746, -13.66511], [8.71979, 9.86351, -12.70291], [10.02855, 9.50266, -12.32247], [7.01055, 12.74072, -14.26801], [6.27496, 10.60529, -15.31622], [5.11037, 10.94581, -14.04808], [6.15782, 9.56266, -13.84027], [6.76386, 11.58142, -12.48915], [9.20838, 11.83669, -13.34914], [8.83673, 10.74637, -14.69640], [10.65005, 10.29215, -11.89994], [10.61233, 9.08994, -13.14524], [9.83163, 8.73684, -11.57223], [6.29117, 13.26708, -13.79309], [7.68998, 13.33084, -13.80950], [8.97549, 4.12274, -18.49382], [9.31958, 4.16345, -17.00652], [9.28406, 5.56227, -16.37549], [10.51549, 6.28493, -16.71046], [10.82771, 7.35095, -15.89587], [8.33232, 3.33712, -16.37443], [8.03749, 4.60010, -18.77735], [8.89633, 3.14429, -18.96761], [9.70734, 4.64262, -19.11206], [10.29156, 3.69658, -16.84722], [9.22168, 5.33472, -15.31134], [8.31072, 5.91883, -16.71251], [11.11437, 8.21737, -16.49189], [11.49379, 7.08851, -15.07395], [9.94176, 7.74741, -15.39988], [8.03367, 2.66529, -17.06694], [8.74299, 2.77654, -15.64148], [17.17366, 11.48072, -12.47823], [16.84875, 10.03464, -12.13097], [15.52177, 9.82694, -11.42083], [15.86500, 9.93603, -10.06230], [14.89645, 10.47177, -9.18420], [16.71780, 9.40995, -13.42062], [16.40938, 12.16994, -12.83732], [18.03298, 11.35491, -13.13689], [17.69406, 12.04324, -11.70309], [17.61683, 9.52578, -11.54856], [15.09663, 8.82874, -11.52547], [14.72586, 10.45664, -11.81844], [15.39897, 10.23090, -8.24742], [14.01244, 9.87614, -9.41189], [14.82561, 11.55541, -9.27797], [17.49603, 8.79730, -13.61838], [16.07077, 8.67771, -13.16514]], "lowdin_charge": [0.564, 0.579, -0.636, -0.088, -0.461, -0.442, 0.054, 0.040, 0.057, 0.068, 0.079, -0.040, -0.358, -0.191, -0.179, -0.106, 0.041, 0.076, 0.061, 0.070, 0.125, 0.124, 0.121, 0.091, 0.071, 0.083, 0.060, 0.057, -0.070, -0.416, -0.148, -0.258, -0.080, 0.043, 0.072, 0.074, 0.066, 0.133, 0.121, 0.107, 0.091, 0.088, 0.082, 0.069, 0.064, -0.055, -0.358, -0.130, -0.271, -0.066, 0.027, 0.063, 0.067, 0.058, 0.100, 0.123, 0.108, 0.058, 0.085, 0.077, 0.052, 0.058, -0.045, -0.321, -0.272, -0.197, -0.084, 0.053, 0.040, 0.072, 0.066, 0.122, 0.125, 0.116, 0.091, 0.082, 0.087, -0.001, 0.038, -0.042, -0.383, -0.137, -0.222, -0.104, 0.025, 0.067, 0.066, 0.058, 0.124, 0.097, 0.073, 0.081, 0.086, 0.064, 0.061, 0.045, -0.067, -0.408, -0.141, -0.197, -0.159, 0.024, 0.082, 0.085, 0.059, 0.116, 0.119, 0.119, 0.089, 0.080, 0.094, 0.059, 0.080, -0.075, -0.334, -0.224, -0.196, -0.100, 0.026, 0.059, 0.072, 0.079, 0.132, 0.123, 0.111, 0.100, 0.086, 0.086, 0.013, 0.036, -0.061, -0.413, -0.227, -0.189, -0.082, 0.040, 0.079, 0.077, 0.066, 0.117, 0.114, 0.110, 0.070, 0.062, 0.093, 0.071, 0.051, -0.055, -0.375, -0.233, -0.222, -0.057, 0.020, 0.084, 0.082, 0.065, 0.124, 0.136, 0.117, 0.092, 0.098, 0.084, 0.048, 0.050, -0.033, -0.407, -0.151, -0.178, -0.141, 0.086, 0.068, 0.057, 0.072, 0.118, 0.088, 0.122, 0.080, 0.092, 0.072, 0.018, 0.040, -0.066, -0.426, -0.118, -0.225, -0.118, 0.021, 0.085, 0.078, 0.044, 0.136, 0.114, 0.127, 0.087, 0.068, 0.064, 0.069, 0.057, -0.063, -0.453, -0.139, -0.168, -0.148, 0.045, 0.083, 0.074, 0.079, 0.105, 0.111, 0.132, 0.093, 0.069, 0.076, 0.069, 0.067, -0.045, -0.410, -0.197, -0.229, -0.073, 0.053, 0.065, 0.078, 0.069, 0.131, 0.111, 0.121, 0.089, 0.087, 0.089, 0.067, 0.026], "homo_energy_ev": -7.4, "energy_ev": -109552.6421, "max_force_ev_per_a": 3.530, "total_charge": 0}